(1)
75
Properties=species:S:1:pos:R:3:mulliken_charge:R:1 method="wB97M-V/def2-TZVPD" charge=+1 lumo_energy_ev="-1.864 / -5.156" homo_ev="-10.0 / -10.0" spin_multiplicity=3 relative_energy_ev=0.6729 e_tot_ev=-126844.524
Au -0.28024 -0.38674 -2.66532 0.66
C -4.51580 -1.46608 -4.27903 -1.57
C -3.34415 -0.72676 -3.68247 0.63
S -2.31674 -1.62188 -2.67761 -0.25
C -3.16704 0.64681 -3.86894 0.52
C -4.17742 1.50274 -4.59210 -1.32
S -1.85017 1.47769 -3.21059 -0.26
H -4.40128 -2.53888 -4.14520 0.41
H -4.59303 -1.25884 -5.34802 0.38
H -5.45612 -1.16173 -3.81146 0.37
H -5.01157 0.91883 -4.97410 0.35
H -3.70820 2.02919 -5.42414 0.32
H -4.57509 2.26026 -3.91350 0.34
C 3.29350 -1.79493 3.94188 -1.48
C 2.11915 -1.57865 2.99069 0.56
C 1.13509 -2.74267 3.02671 -0.60
C -0.05663 -2.57026 2.09170 -1.28
N -0.85171 -1.38598 2.41504 0.65
C -0.89049 -0.22529 1.71892 -0.40
Se 0.07861 0.18026 0.19364 -0.33
N -1.73445 0.60686 2.36424 0.53
C -2.10381 1.95273 1.91309 -1.20
C -0.97965 2.97895 2.05256 -0.32
C -0.34345 3.05316 3.44110 -0.13
C -1.24760 3.66831 4.50827 -1.15
C -2.27995 -0.04380 3.47624 0.79
C -3.19912 0.35859 4.43449 -0.78
C -3.51459 -0.55213 5.42900 -0.81
C -2.93473 -1.82484 5.46452 -0.82
C -2.02218 -2.22413 4.50300 -0.65
C -1.70968 -1.30452 3.51176 0.78
H 3.98548 -0.95144 3.91543 0.39
H 3.85352 -2.69591 3.67706 0.35
H 2.94735 -1.90958 4.97226 0.35
H 2.48173 -1.44541 1.96766 0.08
H 1.60100 -0.65203 3.25624 -0.13
H 0.78362 -2.88827 4.05296 0.33
H 1.64571 -3.66522 2.73486 0.48
H -0.72173 -3.43306 2.14410 0.45
H 0.27483 -2.45616 1.06363 0.37
H -2.96671 2.24680 2.50643 0.54
H -2.42068 1.87945 0.87399 0.19
H -1.40957 3.95209 1.79432 0.51
H -0.21597 2.75837 1.30881 0.13
H 0.56864 3.64768 3.36313 0.44
H -0.02682 2.05197 3.75087 -0.01
H -1.58606 4.66270 4.20326 0.32
H -0.72097 3.77316 5.45819 0.38
H -2.13168 3.05753 4.69783 0.18
H -3.66502 1.33417 4.41123 0.38
H -4.22560 -0.27171 6.19509 0.41
H -3.20604 -2.51010 6.25679 0.41
H -1.57961 -3.21208 4.52112 0.39
C 2.76483 -2.57637 -4.65342 -1.13
C 3.40104 -1.61049 -3.65198 -0.73
Sb 2.19067 0.10912 -3.32257 0.24
C 2.22212 1.03426 -5.24120 -0.71
C 3.62732 1.24207 -5.80433 -1.06
C 3.49492 1.33857 -2.17044 -0.77
C 3.74285 0.79345 -0.76032 -0.91
H 3.40872 -3.44317 -4.81110 0.38
H 2.60778 -2.10504 -5.62642 0.29
H 1.79884 -2.94285 -4.30035 0.28
H 4.36311 -1.23517 -4.00388 0.42
H 3.56177 -2.08286 -2.68282 0.48
H 1.68605 1.97837 -5.12901 0.44
H 1.61608 0.39945 -5.88935 0.38
H 4.23346 1.88149 -5.16045 0.28
H 3.57501 1.72229 -6.78305 0.40
H 4.15655 0.29603 -5.93433 0.26
H 3.05357 2.33539 -2.14960 0.46
H 4.41942 1.39014 -2.74591 0.40
H 2.82222 0.71758 -0.18256 0.02
H 4.42202 1.45454 -0.21815 0.43
H 4.20475 -0.19600 -0.78836 0.28



(2)
87
Properties=species:S:1:pos:R:3:mulliken_charge:R:1 method="wB97M-V/def2-TZVPD" charge=-2 lumo_energy_ev=3.649 homo_ev=-0.8 relative_energy_ev=0.1942 e_tot_ev=-104504.120
Rb -0.17092 0.45809 1.25985 0.74
O 3.04858 4.24027 7.31823 -0.70
C 2.53995 3.59390 6.41857 0.63
S 0.81291 3.47479 6.13001 -0.25
C 0.83970 2.41553 4.70690 -0.06
C 2.06954 2.03523 4.28222 -0.08
S 2.55575 1.03571 2.93490 -0.49
S 3.43367 2.66206 5.23009 -0.20
S -0.74710 2.01971 4.08694 -0.55
N -2.48710 2.90512 1.04678 -0.34
C -2.95789 2.43318 -0.14866 0.44
C -2.14354 2.49108 -1.29235 -0.06
C -2.61597 2.05339 -2.51461 -0.24
C -3.90367 1.54060 -2.64556 -0.54
C -4.70367 1.45718 -1.51328 -0.47
C -4.24421 1.89071 -0.27946 -0.59
H -2.93019 2.64831 1.91141 0.23
H -1.50752 3.16387 1.11364 0.12
H -1.12667 2.85239 -1.19540 0.12
H -1.95018 2.09099 -3.36871 0.34
H -4.26377 1.18916 -3.60443 0.36
H -5.70219 1.03978 -1.58608 0.34
H -4.87786 1.81512 0.59731 0.33
O -1.40348 -2.14685 0.64943 -1.17
P -0.84855 -2.99996 -0.43043 -0.65
N 0.79441 -3.04461 -0.33272 1.15
C 1.58184 -2.45165 0.75685 -0.45
C 2.90075 -3.20451 0.65939 -0.71
C 3.07933 -3.32500 -0.85454 -0.83
C 1.66307 -3.61241 -1.36553 -0.19
N -1.42926 -2.55769 -1.90139 0.62
C -1.24632 -3.31066 -3.14550 -0.66
C -0.89460 -2.23247 -4.16396 -0.61
C -1.76628 -1.06375 -3.70955 -0.55
C -1.65440 -1.11892 -2.18638 0.14
N -1.24704 -4.62591 -0.41117 0.14
C -0.62782 -5.45330 0.63773 -0.44
C -1.60308 -6.61396 0.81345 -0.70
C -2.95443 -5.94483 0.57329 -0.74
C -2.65380 -5.01561 -0.60036 -0.47
H 1.07560 -2.56434 1.71431 0.37
H 1.77631 -1.38922 0.58400 -0.18
H 2.80302 -4.19395 1.11733 0.29
H 3.71095 -2.66854 1.15144 0.42
H 3.79045 -4.09644 -1.15332 0.41
H 3.40980 -2.36757 -1.25915 0.22
H 1.47917 -4.69152 -1.46786 0.58
H 1.49582 -3.13406 -2.33107 -0.25
H -2.18376 -3.81060 -3.42800 0.40
H -0.48442 -4.08226 -3.03816 0.40
H -1.08459 -2.54647 -5.19221 0.43
H 0.15579 -1.95090 -4.06277 0.14
H -2.80493 -1.22230 -4.01761 0.31
H -1.42108 -0.10837 -4.09521 0.22
H -2.55328 -0.76213 -1.68444 0.08
H -0.80674 -0.51984 -1.85209 -0.23
H -0.53027 -4.89692 1.57706 0.34
H 0.36966 -5.77941 0.33748 0.12
H -1.51449 -7.08601 1.79212 0.38
H -1.42192 -7.37449 0.04838 0.30
H -3.23314 -5.35250 1.44769 0.31
H -3.76097 -6.64779 0.36050 0.39
H -3.30208 -4.13923 -0.62057 0.36
H -2.77438 -5.54446 -1.55314 0.26
F 0.74226 0.88717 -3.58205 -0.39
B 1.54036 0.66735 -2.43906 0.18
F 0.87335 1.20751 -1.30938 -0.16
F 2.79059 1.25780 -2.59487 -0.37
F 1.68251 -0.73099 -2.24452 -0.32
C 2.18226 5.47585 2.77653 -1.19
C 2.25458 5.27925 1.26609 1.93
C 2.47634 6.62142 0.57401 -2.00
C 3.39285 4.31488 0.91187 -1.56
N 0.93850 4.80647 0.79072 -0.55
N 0.55235 3.51128 1.23650 -0.02
H 3.13172 5.85975 3.15616 0.46
H 1.98638 4.53192 3.28866 -0.22
H 1.38648 6.18012 3.02847 0.40
H 3.41683 7.06832 0.90249 0.39
H 1.65800 7.30573 0.80517 0.41
H 2.52490 6.49384 -0.51200 0.43
H 4.35765 4.76535 1.16086 0.42
H 3.38624 4.08692 -0.15822 0.37
H 3.31689 3.37759 1.46831 0.20
H 0.96289 4.75673 -0.22247 0.32
H 0.26112 3.56063 2.21348 0.27
H 1.33645 2.86034 1.23164 -0.06